Entry 1:
Entry from the OMol25 dataset: a 2-piece molecular cluster, C6H14O overall (the ωB97M-V functional and the def2-TZVPD basis).

Element x y z (Å)
C 3.051827 0.198790 0.016684
C 1.710400 -0.230524 0.613458
C 0.644375 0.854292 0.427772
C -0.678734 0.644794 1.114471
C -1.852327 0.994633 0.583254
O -2.358181 -1.241134 -0.148241
C -2.161205 -1.229333 -1.539446
H 3.825647 -0.561911 0.163234
H 3.403748 1.127403 0.482554
H 2.965466 0.384723 -1.060803
H 1.381766 -1.170919 0.149502
H 1.838773 -0.442495 1.683369
H 1.046011 1.797835 0.821076
H 0.474258 1.015126 -0.646543
H -0.661539 0.288251 2.145705
H -1.536213 -0.968763 0.301022
H -2.793107 0.888151 1.114116
H -1.936176 1.346881 -0.445344
H -3.027352 -0.764930 -2.028984
H -2.071203 -2.260593 -1.889088
H -1.266235 -0.670276 -1.857770

Forces on atoms 1 to 3 (eV/Å):
C 0.026 0.013 -0.018
C -0.052 -0.041 0.058
C 0.068 0.133 -0.051

Results
HOMO energy = -9.070 eV
Energy above the lowest of the compared OMol25 structures with the same formula, charge and spin = 186.0 kJ/mol
Lowest unoccupied orbital energy = 0.038 Eh
SMILES string = C=CCCC.CO

Entry 2:
Entry from the OMol25 dataset: C16H19B2F8N6Os as an isolated structure at a distorted geometry (the ωB97M-V functional and the def2-TZVPD basis).

Element x y z (Å)
Os -0.413958 -0.311862 -0.185744
C 0.105842 0.780138 2.969556
N 0.205742 -0.503162 2.288856
C -0.599058 -1.501362 2.976956
C 1.576742 -0.962662 2.073756
C 2.314142 -0.153362 1.001256
N 1.595942 -0.158462 -0.257144
C 2.283242 0.035238 -1.408244
C 1.699342 -0.349162 -2.643744
F 0.447442 -0.869462 -2.607044
C 2.348442 -0.223662 -3.857244
F 1.744942 -0.632862 -4.966744
C 3.611442 0.349938 -3.930344
C 4.200042 0.780138 -2.751544
F 5.387442 1.373438 -2.789944
C 3.565742 0.633838 -1.525744
F 4.157342 1.155838 -0.438444
H 0.360842 0.676738 4.030656
H -0.919458 1.140238 2.897756
H 0.765642 1.519938 2.523456
H -0.174658 -1.724762 3.961556
H -0.646258 -2.427962 2.410556
H -1.605258 -1.116062 3.118656
H 1.529442 -2.006462 1.759756
H 2.165442 -0.918762 2.999856
H 3.308142 -0.598462 0.885756
H 2.459742 0.879038 1.349156
H 4.112042 0.474138 -4.876844
B -3.229258 1.908138 -0.091944
N -3.381458 0.392238 -0.159944
C -4.575958 -0.202262 -0.206244
C -4.393958 -1.575762 -0.234944
C -3.019158 -1.748462 -0.207544
N -2.416858 -0.549062 -0.155944
N -1.783958 2.397738 -0.236044
C -1.505958 3.698738 -0.318844
C -0.141658 3.861338 -0.513544
C 0.355642 2.572438 -0.526444
N -0.645258 1.684038 -0.352344
H -3.866158 2.390438 -0.977144
H -3.665458 2.298538 0.950556
H -5.475658 0.375338 -0.218144
H -5.141758 -2.337462 -0.259244
H -2.474158 -2.672162 -0.218444
H -2.277058 4.439438 -0.252144
H 0.395542 4.780438 -0.628044
H 1.369642 2.259538 -0.665444
F 0.951742 -4.279062 -0.922444
B 0.094342 -4.121562 0.060156
F -1.159058 -4.504262 -0.099544
F 0.575942 -4.117462 1.299856
F -0.176558 -2.291062 -0.074944

Forces on atoms 1 to 3 (eV/Å):
Os -0.273 -0.020 0.868
C -0.038 0.270 0.193
N -0.056 0.168 -1.100

Results
2S+1 = 5
Charge = +1
<S²> = 6.04
HOMO energy (spin up / spin down) = -12.101 / -12.081 eV
Energy above the lowest of the compared OMol25 structures with the same formula, charge and spin = 33.0 kJ/mol
Lowest unoccupied orbital energy (spin up / spin down) = -0.092 / -0.219 Eh

Entry 3:
Entry from the OMol25 dataset: one molecule with the formula C13H18S at a distorted geometry (the ωB97M-V functional and the def2-TZVPD basis).

Element x y z (Å)
C -2.579804 2.370550 -0.164193
C -1.321016 2.739967 0.388441
C -2.866247 1.042050 -0.366700
C -0.285784 1.851356 0.377976
C -1.835565 0.053216 -0.261729
C -0.541225 0.502738 0.057667
C 1.112559 -1.333672 -1.411613
C 0.657819 -2.006429 1.267051
C 3.710418 0.202773 -0.227024
C 3.065011 1.533900 -0.382865
C 2.533868 0.523602 0.611423
C -2.779183 -2.264269 0.543597
C -2.024882 -1.399975 -0.550392
S 0.901683 -0.670318 0.182677
H -3.390851 3.050233 -0.375081
H -0.972719 3.815522 0.688468
H -3.802769 0.872283 -0.661721
H 0.777629 2.004026 0.613194
H 2.012778 -1.956407 -1.345761
H 1.073684 -0.537591 -2.019496
H 1.313374 -2.869414 1.019239
H 0.698579 -1.678269 2.373815
H 3.577261 -0.499457 -1.175821
H 4.635162 0.115185 0.292327
H 3.587040 2.531208 -0.189968
H 2.430024 1.737026 -1.222909
H 2.507854 0.891663 1.558037
H -1.994284 -2.559332 1.368526
H -3.107822 -3.124253 0.131466
H -3.611239 -1.650940 1.101670
H -2.536491 -1.403130 -1.418263
H -0.944873 -1.883828 -0.802047

Forces on atoms 1 to 3 (eV/Å):
C 0.951 0.092 1.299
C 0.573 2.941 -0.584
C 4.748 0.209 0.779

Results
HOMO energy = -7.463 eV
Energy above the lowest of the compared OMol25 structures with the same formula, charge and spin = 630.0 kJ/mol
Lowest unoccupied orbital energy = 0.025 Eh
SMILES string = C=S(=C)(c1ccccc1CC)C1CC1

Entry 4:
Entry from the OMol25 dataset: a 2-piece molecular cluster, C17H33N6O6 overall at a distorted geometry (the ωB97M-V functional and the def2-TZVPD basis).

Element x y z (Å)
O -5.080916 6.281890 1.716113
O 5.203700 -5.415166 -1.609939
O -3.171339 1.399402 -1.621876
O 6.734182 -0.423832 -0.511478
O -5.123478 6.212298 -0.538456
O -2.967198 1.222328 0.619290
C -5.551289 5.831026 0.685259
C 5.485662 -4.336447 -1.118672
C -3.660885 1.122470 -0.542200
C 6.242892 -1.215175 -1.302952
C -7.242367 4.515275 1.963228
C -6.605438 4.796300 0.765833
C 0.110177 -1.148904 1.470340
N -0.522851 -2.002624 2.225017
N 6.869714 -1.595056 -2.421979
N 1.427155 -1.053200 1.441916
N -5.366507 -0.471820 0.454471
N 4.752489 -3.266269 -1.443975
N -0.598805 -0.367692 0.710100
C 6.635196 -4.235497 -0.135194
C 8.184415 -1.106964 -2.841237
C -7.061461 4.075190 -0.487786
C 2.411786 -1.982387 2.030920
C -5.139207 0.669125 -0.468679
C -6.055087 3.006612 -0.936167
C -6.014543 1.822056 0.044404
C 3.274975 -2.592974 0.922124
C 4.394758 -1.641794 0.454310
C 4.874899 -1.857239 -1.003517
H -4.471871 6.908839 -0.366994
H -2.251141 1.845122 0.409923
H -6.973636 5.027706 2.883668
H -8.039136 3.780795 2.030003
H -1.524621 -2.047094 2.219733
H 0.006449 -2.597757 2.836632
H 6.417066 -2.285824 -2.999348
H 1.810108 -0.302043 0.892795
H -5.063303 -0.245914 1.402616
H -4.930196 -1.328022 0.113564
H 4.015396 -3.489063 -2.098306
H -1.606343 -0.365099 0.768448
H -0.146948 0.238504 0.049665
H 6.284777 -3.831102 0.810034
H 7.425185 -3.608937 -0.541526
H 7.034519 -5.235314 0.033665
H 8.339498 -1.300850 -3.904099
H 8.258680 -0.031350 -2.663968
H 8.968493 -1.606447 -2.268021
H -8.037836 3.607118 -0.326255
H -7.194043 4.805398 -1.292872
H 1.911053 -2.795533 2.557592
H 3.050050 -1.457653 2.746209
H -5.464818 0.390132 -1.478113
H -5.062720 3.456764 -1.038204
H -6.352896 2.642543 -1.924831
H -5.645446 2.157231 1.018964
H -7.034223 1.448409 0.186295
H 2.623437 -2.853353 0.085955
H 3.732369 -3.510874 1.294093
H 4.056769 -0.607805 0.536181
H 5.235914 -1.758601 1.139730
H 4.188785 -1.290858 -1.632455

Forces on atoms 1 to 3 (eV/Å):
O 0.031 0.122 -1.114
O -0.091 -0.067 -0.118
O 0.167 -0.064 1.499

Results
Charge = +1
HOMO energy = -11.629 eV
Lowest unoccupied orbital energy = -0.111 Eh